--- a ---
Molecular formula: C10H15F2N2
Method: DFT, ωB97M-V/def2-TZVPD

```
! RIJCOSX wB97M-V def2-TZVPD def2/J DEFGRID3
* xyz 1 1
C 2.992 1.975 0.282
C 1.827 2.152 0.957
C 3.046 -1.062 0.143
C 3.832 -0.183 -0.422
C 0.565 0.341 0.108
C 3.326 1.123 -0.929
C -2.465 0.463 0.419
C -0.413 -2.566 0.530
C -1.624 0.309 -0.871
C -0.087 -1.702 -0.699
N 0.582 1.446 0.768
N -0.395 -0.330 -0.418
F 3.110 -2.132 0.901
F 5.149 -0.283 -0.488
H 3.896 2.656 0.557
H 1.956 2.816 1.792
H 2.557 0.941 -1.582
H 4.241 1.520 -1.470
H -1.847 0.624 1.419
H -3.037 1.410 0.284
H -3.282 -0.267 0.579
H 0.300 -2.252 1.198
H -1.489 -2.471 0.969
H -0.133 -3.696 0.250
H -2.364 -0.281 -1.505
H -1.606 1.386 -1.236
H 0.998 -1.793 -1.017
H -0.804 -2.009 -1.563
H -0.262 2.061 1.034
*
```

Computed properties:
HOMO energy (spin up / spin down) = -13.15 / -12.94 eV
lowest unoccupied orbital energy (spin up / spin down) = -5.8 / -4.6 eV



--- b ---
Molecular formula: C10H15F2N2
Method: DFT, ωB97M-V/def2-TZVPD

```
! RIJCOSX wB97M-V def2-TZVPD def2/J DEFGRID3
* xyz 1 1
C -1.261 0.179 -2.245
C -1.452 0.887 -1.063
C -0.027 1.581 0.888
C -0.018 0.219 1.604
C 0.637 -1.264 -0.195
C 1.094 -0.520 -1.411
C 0.972 0.996 -1.147
C 0.067 -0.211 -2.528
C 1.611 -1.555 2.130
C -2.745 0.821 -0.275
N -0.292 1.456 -0.518
N 1.100 -0.636 1.049
F 0.632 -0.323 -3.773
F -2.604 -0.220 0.625
H -2.164 -0.125 -2.728
H -0.746 2.122 1.484
H 0.941 2.109 0.922
H 0.286 0.490 2.564
H -1.045 -0.298 1.447
H -0.427 -1.272 -0.260
H 0.937 -2.359 -0.329
H 2.055 -0.883 -1.814
H 1.523 1.725 -1.660
H 0.973 -2.171 2.710
H 2.309 -2.348 1.712
H 2.179 -0.869 2.755
H -3.598 0.737 -1.008
H -2.780 1.729 0.385
H 1.844 0.005 0.679
*
```

Computed properties:
HOMO energy (spin up / spin down) = -11.71 / -11.71 eV
lowest unoccupied orbital energy (spin up / spin down) = -3.2 / -3.2 eV



Most stable structure, least stable structure: b, a.



--- a ---
Molecular formula: C3H6O4
Method: DFT, ωB97M-V/def2-TZVPD

```
! RIJCOSX wB97M-V def2-TZVPD def2/J DEFGRID3
* xyz 0 1
C 0.019 -1.120 1.318
O -0.346 0.134 0.757
C 0.613 0.733 -0.156
O 1.201 1.850 0.330
O -0.155 1.039 -1.298
C -1.005 -0.036 -1.627
O -0.716 -1.190 -1.626
H 0.936 -1.027 1.903
H 0.159 -1.864 0.532
H -0.799 -1.409 1.972
H 1.384 -0.010 -0.408
H 0.517 2.498 0.541
H -1.808 0.401 -2.237
*
```

Computed properties:
HOMO energy = -10.59 eV
lowest unoccupied orbital energy = 0.9 eV
SMILES string = CO[C@H](O)OC=O



--- b ---
Molecular formula: C3H6O4
Method: DFT, ωB97M-V/def2-TZVPD

```
! RIJCOSX wB97M-V def2-TZVPD def2/J DEFGRID3
* xyz 0 1
C -1.054 -1.283 0.550
O 0.154 -0.588 0.798
C 0.705 0.284 -0.304
O 0.602 -0.250 -1.548
O 1.964 0.654 0.023
C -0.305 1.400 -0.049
O 0.010 2.343 0.639
H -1.013 -2.189 1.155
H -1.918 -0.685 0.856
H -1.161 -1.557 -0.504
H 1.378 -0.809 -1.702
H 1.875 1.347 0.717
H -1.238 1.333 -0.630
*
```

Computed properties:
HOMO energy = -9.89 eV
lowest unoccupied orbital energy = 0.7 eV
SMILES string = COC(O)(O)C=O



Most stable structure, least stable structure: a, b.